The following is a DFT calculation (ωB97M-V with the def2-TZVPD basis set) of a molecular structure, C41H92CdF6N2O21S2 in a non-equilibrium geometry.

```
165
Properties=species:S:1:pos:R:3:forces:R:3:lowdin_charge:R:1
Cd -13.6772 -0.4671 0.0122 0.142 3.021 -1.738 1.444
S -23.3685 1.8518 -2.2026 0.670 -0.179 1.689 0.518
S -24.0089 4.3884 -2.4334 1.969 0.867 -1.448 0.730
F -21.1214 0.8533 -3.4146 0.287 0.005 -0.198 0.123
F -21.4181 2.9999 -3.7167 0.618 -0.715 0.575 0.097
F -26.6278 5.1188 -2.0067 1.251 -1.664 0.519 0.056
F -25.3221 5.5808 -0.4247 0.852 0.530 0.902 0.139
F -20.6880 2.2033 -1.7526 -0.435 -0.043 -1.390 0.090
F -25.8610 3.4964 -0.5915 -0.093 1.289 -1.171 0.095
O -12.4559 6.1477 -3.9822 0.303 -0.172 -0.935 -0.099
O -19.6460 -4.4406 -5.1345 -1.950 1.183 -0.261 -0.051
O -15.0390 6.8314 -3.1400 -1.135 0.378 -0.042 -0.067
O -12.3480 5.9805 -1.0521 0.031 -1.943 0.715 0.010
O -16.9674 1.2102 2.8635 -0.152 -0.566 0.240 -0.090
O -9.1618 -0.7264 -2.0359 1.527 -0.846 -0.862 -0.109
O -21.5499 1.6431 -7.1616 -1.838 0.154 0.320 -0.050
O -23.3860 2.2661 -0.8094 0.539 -0.872 -0.775 -0.346
O -11.8938 -7.2440 -3.0152 -0.945 -1.169 -0.401 -0.088
O -14.9256 -3.9548 -1.0951 -0.290 -1.375 0.705 -0.121
O -23.7613 0.5172 -2.4848 0.173 -1.362 -0.528 -0.313
O -22.7497 4.6163 -1.6226 -3.711 -0.349 -2.141 -0.349
O -12.5962 0.1824 -10.8274 -0.394 1.043 -0.704 -0.114
O -16.0776 -4.6506 -10.4276 -0.331 -0.385 -1.156 -0.060
O -24.2991 5.3834 -3.4821 0.301 -1.604 1.616 -0.351
O -14.8818 -0.9195 -1.7246 -0.610 -0.708 -2.098 -0.437
O -11.7690 0.5341 -0.9161 -1.076 0.750 1.300 -0.226
O -11.4066 -2.1916 -9.6477 -0.643 -0.347 0.046 -0.092
O -14.0926 1.9458 0.3504 1.419 -2.824 0.061 -0.186
O -13.2044 -2.5280 0.2330 1.970 -1.407 0.844 -0.226
O -10.5709 4.7883 -2.5717 -0.195 -3.040 2.494 0.007
N -24.2090 2.7993 -3.1297 0.431 3.774 1.283 -0.293
N -15.4860 -0.9906 -3.0998 -0.953 -1.314 1.673 -0.104
C -15.5216 -6.2857 -0.5785 0.622 2.109 0.509 -0.058
C -17.3313 -4.1858 -5.6448 0.787 -0.295 -0.101 -0.088
C -16.7976 -0.2151 -3.1278 1.506 0.685 0.349 -0.426
C -12.2392 4.7449 -0.9059 -0.253 1.315 -0.279 -0.334
C -10.6800 -2.9522 -7.3480 -0.099 0.076 -0.226 -0.076
C -20.2911 1.4879 -6.6037 0.173 -0.618 0.065 -0.377
C -11.4333 -5.1034 -3.8483 0.391 1.550 -0.039 -0.088
C -18.0927 2.2667 1.0491 -0.437 -0.007 0.674 -0.067
C -12.0239 -3.3487 -0.1687 -0.446 0.712 0.296 -0.221
C -14.0115 0.1665 -10.5433 1.250 -0.545 2.268 -0.261
C -17.4464 2.4641 2.4168 0.705 1.031 -0.598 -0.336
C -14.2347 0.8679 -9.1455 -0.218 -0.508 -1.173 -0.067
C -11.3954 -1.9000 -8.2507 1.153 -0.357 0.957 -0.271
C -13.0570 2.5617 -0.1381 -1.243 -0.120 -0.363 -0.374
C -17.4308 -0.2995 -4.5345 -0.453 0.531 0.899 -0.169
C -13.7558 -2.4617 -4.2140 -0.397 0.667 1.120 -0.024
C -13.2024 3.9111 -0.2182 1.651 1.436 -0.676 -0.021
C -13.1883 4.0605 -4.9173 1.153 0.795 -1.168 -0.051
C -15.1489 -3.8861 -8.4164 0.988 -0.922 -0.007 -0.083
C -18.5023 -5.1204 -5.4333 1.461 -1.257 0.192 -0.363
C -12.3760 5.3977 -5.1805 -0.715 -0.425 0.511 -0.285
C -17.8154 -0.7906 -2.0638 0.363 0.040 -0.763 -0.023
C -15.7019 -5.0966 -9.1694 0.149 0.603 1.528 -0.347
C -8.5183 -0.6721 -3.3444 -2.556 0.772 0.253 -0.261
C -13.6488 0.1314 -4.2891 1.271 -0.618 0.737 -0.027
C -14.5262 -1.1265 -4.2369 -1.572 1.550 -0.535 -0.485
C -10.9723 2.5918 -1.5557 0.897 1.360 -0.252 -0.016
C -25.5344 4.6234 -1.2871 -1.171 -0.442 -0.428 -0.598
C -15.7091 5.6701 -2.6883 0.028 -1.985 1.105 -0.331
C -9.6488 -0.7298 -4.4113 1.016 0.055 -0.849 -0.081
C -12.3788 -5.9087 -2.9869 1.242 0.207 0.399 -0.304
C -15.3092 -1.1319 -5.5699 -0.285 2.403 -1.276 -0.113
C -11.0901 4.0255 -1.6958 -0.125 2.655 -2.267 -0.295
C -19.3425 1.6913 -7.6957 1.428 1.791 -0.181 -0.105
C -16.4878 -0.0890 -5.6886 -0.841 -1.952 0.139 -0.167
C -11.7567 -4.5033 0.7931 -0.612 0.955 0.191 -0.073
C -21.4911 1.9825 -2.8351 -1.693 0.765 1.540 -0.593
C -16.5954 1.3345 -2.8842 -0.943 -0.304 0.192 -0.027
C -11.8384 1.8504 -0.8326 -1.166 -1.336 -0.144 -0.350
C -16.8798 5.1781 -3.5239 0.651 1.528 -1.186 -0.070
C -15.9341 -4.9551 -1.3119 0.110 -1.138 -0.335 -0.253
H -14.3206 -3.4365 -8.9641 -0.355 0.274 -0.660 0.064
H -20.0990 0.4718 -6.2592 -0.441 -0.198 0.720 0.107
H -15.0117 -5.9400 -9.1891 0.650 0.141 -0.274 0.108
H -13.1868 0.2361 -3.3074 -0.053 0.343 0.198 0.068
H -15.1208 -3.1818 -1.6298 -0.209 1.047 -0.325 0.050
H -18.1235 2.9195 3.1394 -0.532 -0.223 0.038 0.100
H -18.1251 -1.8136 -2.2772 0.291 -0.283 -0.531 0.057
H -11.5964 -5.2640 -4.9140 0.007 -0.286 0.052 0.076
H -14.3750 -3.3072 -4.5138 -0.297 0.087 -0.087 0.067
H -18.9978 1.7125 1.2978 0.002 -0.495 -0.633 0.076
H -14.6533 0.6526 -11.2780 0.450 -0.026 -0.315 0.100
H -17.4894 -0.8548 -1.0256 0.370 0.614 -0.164 0.065
H -11.4667 -4.0229 -3.7084 -0.736 0.196 0.100 0.048
H -16.9361 -3.8401 -4.6896 -0.148 0.412 0.051 0.066
H -10.8610 -5.0390 0.4786 -0.174 -0.177 -0.012 0.079
H -19.3838 -3.6916 -4.5942 -0.259 0.213 0.116 0.082
H -13.4030 -5.7885 -3.3400 0.020 -0.667 -0.154 0.113
H -9.1955 -0.4288 -5.3557 0.066 0.267 -0.282 0.064
H -17.5659 -3.3461 -6.2989 -0.414 0.151 0.245 0.080
H -17.7294 5.8549 -3.4332 -0.282 -0.282 0.393 0.073
H -10.4529 -0.0162 -4.2312 0.101 0.049 0.346 0.067
H -10.2037 2.0903 -2.1250 0.105 -0.052 -0.130 0.096
H -14.9189 7.3960 -2.3729 0.317 0.079 -0.054 0.098
H -16.9142 -4.6132 -0.9793 0.002 0.119 0.009 0.110
H -16.5572 5.3766 -4.5460 -0.085 -0.548 -0.463 0.068
H -14.4406 -6.2900 -0.7181 0.096 -0.613 -0.078 0.047
H -17.5921 1.7490 -3.0350 -0.273 0.176 0.251 0.061
H -13.7715 1.8518 -9.2192 -0.166 0.081 0.103 0.071
H -19.4196 2.7355 -7.9988 -0.045 0.116 -0.335 0.086
H -17.1426 4.1281 -3.3954 0.086 0.214 0.213 0.058
H -21.5353 1.2239 -8.0251 -0.153 -0.038 0.014 0.072
H -19.6141 1.0837 -8.5589 0.711 -0.389 0.047 0.085
H -17.9950 -1.2287 -4.6149 0.378 -0.467 -0.284 0.103
H -12.2848 -0.7145 -10.6854 0.203 -0.089 0.173 0.024
H -13.3931 6.0522 -3.7973 -0.180 0.799 0.754 0.020
H -9.8688 -0.0786 -2.0827 -0.509 0.159 0.417 0.017
H -14.6909 -0.5823 -6.2797 1.033 -0.853 -0.277 0.081
H -15.6646 -6.0777 0.4819 -0.020 -0.185 0.213 0.064
H -14.5655 -4.2441 -7.5681 -0.593 0.050 0.689 0.068
H -12.8069 0.0050 -4.9698 0.045 -0.061 -0.362 0.066
H -10.1071 -1.6811 -4.6814 0.129 -0.312 0.797 0.037
H -17.1585 -0.2250 -6.5371 0.310 -0.981 -0.617 0.088
H -16.0082 1.8854 -3.6190 0.435 -0.516 -0.105 0.060
H -11.1561 -2.6925 -0.1030 -0.227 0.226 -0.435 0.117
H -14.1590 -0.9131 -10.5119 -1.305 0.082 0.153 0.098
H -18.2195 0.4465 -4.6319 -0.148 0.233 0.469 0.098
H -12.6289 -5.1404 0.9397 0.124 -0.295 -0.320 0.067
H -16.2265 0.9331 -5.9629 0.775 0.217 1.105 0.105
H -20.1364 2.2162 -5.8076 -0.250 -0.174 0.086 0.116
H -11.5692 -4.0369 1.7602 0.210 -0.165 0.145 0.076
H -10.3754 -5.2381 -3.6231 0.059 -0.805 0.089 0.075
H -10.5232 -2.2730 -10.0146 0.193 0.065 0.343 0.093
H -15.9629 -5.1396 -2.3857 -0.253 -0.044 -0.150 0.095
H -8.0753 0.3182 -3.4499 0.326 0.040 -0.030 0.099
H -16.6062 3.1583 2.4006 0.246 0.119 -0.428 0.101
H -16.5623 -5.5314 -8.6609 -0.362 0.246 0.384 0.100
H -12.4172 -1.7741 -7.8926 -0.115 -0.145 -0.450 0.099
H -15.9699 -7.2592 -0.7770 -0.195 0.451 -0.616 0.071
H -9.5918 -2.8906 -7.3501 0.121 0.200 -0.453 0.068
H -13.9426 -3.1376 0.1624 -0.877 -0.280 -0.433 0.036
H -15.4593 -2.1289 -5.9840 -0.635 0.118 0.231 0.075
H -13.8133 0.3618 -8.2769 0.306 -0.272 -0.302 0.042
H -11.0597 -7.2829 -2.5415 -0.036 0.216 -0.012 0.077
H -18.4536 3.1560 0.5323 0.243 0.346 0.392 0.076
H -12.7098 3.5527 -4.0799 0.037 -0.104 -0.102 0.067
H -12.3948 -5.6497 -1.9283 0.009 0.711 -0.042 0.081
H -14.1539 1.0601 -4.5547 -0.283 -0.263 0.085 0.068
H -14.0735 4.4332 0.1491 -0.164 -0.284 0.205 0.105
H -11.3462 5.2681 -5.5134 0.345 -0.729 0.865 0.098
H -14.9423 4.8976 -2.6307 0.012 -0.383 -0.138 0.089
H -12.8816 -2.4522 -4.8650 0.142 0.171 0.201 0.065
H -12.6916 6.0291 -6.0110 -1.117 -0.161 -0.356 0.088
H -18.6216 -5.8108 -6.2683 -0.466 0.364 -0.428 0.106
H -10.9297 -3.9878 -7.5790 -0.262 0.044 -0.233 0.068
H -17.4334 1.7551 0.3480 -0.052 -0.252 0.256 0.060
H -15.9046 -3.1428 -8.1626 0.152 -0.156 0.049 0.072
H -13.1826 3.4420 -5.8149 0.183 -0.328 -0.008 0.055
H -18.7476 -0.2306 -2.1369 0.057 0.334 0.182 0.067
H -13.5282 -2.6104 -3.1585 0.697 -0.194 -0.028 0.061
H -16.5087 -5.4190 -10.8088 -0.201 0.218 -0.619 0.082
H -18.3493 1.6277 -7.2511 0.430 -0.635 -0.766 0.065
H -15.3010 0.9536 -8.9360 -0.114 0.247 -0.090 0.059
H -16.2868 1.6529 -1.8885 0.288 -0.420 0.035 0.067
H -10.9173 -2.8080 -6.2940 -0.385 0.198 -0.067 0.030
H -10.8882 -0.9491 -8.0878 -0.083 0.204 0.007 0.113
H -12.2333 -3.6518 -1.1945 0.248 -0.007 0.072 0.085
H -16.4772 -4.6362 -6.1504 -0.030 -0.471 0.089 0.052
H -16.4508 1.3622 3.6583 0.045 -0.031 -0.014 0.073
H -7.7354 -1.4138 -3.5027 -0.288 -0.250 0.484 0.101
H -18.3780 -5.7989 -4.5893 0.969 -0.286 0.213 0.103
H -16.0787 5.6845 -1.6630 0.225 0.827 0.301 0.114
H -14.2443 4.1884 -4.6791 0.021 0.544 0.070 0.049
```
Forces are in eV/Å.

Results
Net charge = -2
Spin multiplicity = 1

***

The following is a DFT calculation (ωB97M-V with the def2-TZVPD basis set) of a molecular structure, C21H23N4O3RuS.

```
53
Properties=species:S:1:pos:R:3:forces:R:3:lowdin_spin:R:1
Ru -0.8914 0.0512 0.1523 0.210 0.230 0.809 3.202
S -2.7302 -1.9465 -0.2537 -0.403 -0.170 -0.345 0.025
O -0.2642 0.2626 -2.9769 0.158 0.164 0.009 0.019
O -3.4063 -0.6609 -0.1878 -0.059 -0.113 -0.049 0.081
O -2.1104 -2.3011 -1.5053 0.002 -0.030 0.093 0.036
N 0.5410 -1.8402 0.6527 -0.023 -0.137 -0.202 0.081
N -6.7569 -6.0385 0.8135 -0.102 -0.078 0.029 0.285
N -1.7129 -1.9152 0.9580 0.548 -0.011 -0.111 0.136
N -0.5057 -3.9680 0.7519 0.041 -0.050 0.060 0.007
C -5.6574 -4.0410 1.5167 -0.052 -0.150 -0.095 0.129
C 0.7274 1.6380 1.5417 0.238 -0.083 0.024 0.049
C -4.1228 -4.2209 -0.8601 -0.027 0.061 0.108 -0.001
C -0.5145 -2.6542 0.7939 -0.185 0.225 -0.054 0.015
C 0.6904 -4.5327 0.5581 -0.135 -0.043 0.043 0.004
C -3.9514 -3.1883 0.0760 -0.077 -0.019 0.094 0.250
C 1.8517 -3.7939 0.4032 0.041 -0.035 0.003 0.004
C -4.7154 -3.0966 1.2617 0.116 -0.019 -0.192 -0.002
C 1.7267 -2.4224 0.4464 0.034 0.194 0.101 0.010
C 2.1584 1.2938 1.8428 -0.054 0.006 -0.013 0.004
C -0.9224 2.9085 0.2810 0.085 0.077 -0.061 0.085
C -4.4570 2.1264 1.5895 -0.009 0.022 0.026 0.000
C -0.3683 0.3402 -1.8651 -0.168 -0.157 -0.336 0.065
C -1.9848 2.3771 1.0278 -0.152 0.034 -0.001 0.052
C -3.3986 2.8679 0.7819 0.049 -0.040 0.022 0.005
C -1.6629 1.4414 2.0220 0.028 0.025 0.079 0.036
C 0.3996 2.5606 0.5402 0.000 0.030 -0.130 0.086
C -0.3263 1.0735 2.2737 -0.090 0.123 0.115 0.033
C -5.0644 -5.1785 -0.6233 -0.086 0.012 0.130 0.153
C -3.4621 4.3726 1.0784 -0.010 0.051 0.009 0.004
C -5.8509 -5.1103 0.5751 0.094 0.093 -0.019 0.121
H -4.4613 4.7495 0.8634 0.003 -0.013 -0.001 0.001
H -4.3479 2.3284 2.6584 0.001 -0.012 -0.019 0.000
H -4.4257 1.0495 1.4256 0.012 -0.022 -0.037 0.000
H 0.7099 -5.6150 0.5222 -0.012 -0.001 -0.002 0.000
H -6.9154 -6.8008 0.1677 0.000 -0.002 -0.004 0.005
H 2.8096 -4.2659 0.2444 -0.015 -0.010 0.003 0.000
H -3.2497 4.5660 2.1316 0.003 -0.011 -0.002 0.000
H -5.2294 -5.9861 -1.3252 -0.012 -0.012 0.022 0.005
H -2.4474 1.0091 2.6268 0.005 -0.038 -0.013 0.002
H -2.7562 4.9479 0.4794 -0.011 -0.013 0.002 0.000
H -4.5474 -2.2814 1.9523 0.024 0.011 -0.022 -0.003
H 2.5783 -1.7652 0.3201 -0.002 -0.006 -0.020 0.000
H -0.1078 0.3801 3.0758 -0.016 -0.063 -0.040 0.002
H 2.7361 1.1560 0.9289 -0.006 0.018 -0.001 0.000
H -5.4451 2.4785 1.2963 0.008 0.001 0.006 0.000
H -3.6068 2.7220 -0.2826 0.012 -0.012 -0.022 0.001
H 2.6224 2.1102 2.3987 0.004 0.002 0.013 0.002
H 1.1946 3.0053 -0.0469 -0.013 -0.004 -0.008 0.001
H -6.2646 -4.0015 2.4122 -0.003 -0.029 -0.012 0.004
H -7.3287 -6.0193 1.6477 -0.002 0.002 0.004 0.005
H -3.5114 -4.2407 -1.7513 0.011 0.022 0.010 -0.003
H 2.2322 0.3925 2.4489 -0.010 0.002 -0.001 0.000
H -1.1374 3.6217 -0.5059 0.008 -0.019 0.000 0.001
```
Forces are in eV/Å.

Results
Expectation value of S² = 8.801
Net charge = +2
Spin multiplicity = 6

***

Listing DFT total energy for the structures above in their given order: -4869.95842; -1751.23008 Ha.